Entry 1:
63
Properties=species:S:1:pos:R:3:forces:R:3 method="wB97M-V/def2-TZVPD" largest_force_ev_per_a=1.56 multiplicity=1 homo_energy_ev=-8.50 e_above_lowest_kcal_mol=16.6 orbital_gap_ev=8.2 lumo_ev=-0.3299
Pd -0.253 -0.720 -0.205 1.232 0.891 0.334
N 1.880 -0.790 0.029 -0.575 -0.228 -0.224
C 2.391 -1.153 1.379 -0.020 0.124 0.065
C 1.566 -0.575 2.508 -0.087 -0.025 -0.122
N 0.198 -1.049 2.375 -0.258 -0.062 0.321
H 2.015 -1.628 -0.558 0.328 0.052 -0.004
H 2.389 -0.007 -0.360 -0.015 0.004 -0.029
H 3.426 -0.824 1.492 0.033 -0.051 -0.126
H 2.376 -2.241 1.434 0.049 -0.037 -0.074
H 1.558 0.509 2.421 0.012 0.002 0.149
H 2.031 -0.828 3.467 0.088 -0.042 -0.051
H -0.429 -0.590 3.023 -0.021 0.004 -0.030
H 0.117 -2.048 2.527 0.071 -0.001 0.033
O -3.419 -0.383 -1.981 -0.094 -0.114 0.020
C -2.899 0.029 -0.969 0.088 0.058 0.128
O -2.244 -0.667 -0.073 -0.157 -0.289 -0.447
C -3.051 1.492 -0.603 -0.026 -0.001 -0.012
C -4.317 2.066 -0.657 0.032 0.059 -0.106
C -4.501 3.391 -0.302 0.033 -0.001 0.022
C -3.411 4.171 0.076 -0.026 0.014 -0.065
C -2.144 3.618 0.096 -0.031 -0.056 0.073
C -1.961 2.269 -0.217 -0.065 0.057 0.143
P -0.308 1.537 -0.248 -0.270 -0.207 -0.126
C 0.599 2.358 1.087 0.031 -0.054 0.024
C -0.032 2.554 2.315 -0.009 0.055 -0.012
C 0.681 3.052 3.394 -0.003 -0.007 -0.018
C 2.033 3.343 3.260 -0.014 -0.025 0.006
C 2.670 3.134 2.045 0.016 -0.016 0.007
C 1.958 2.638 0.963 -0.010 0.052 -0.005
C 0.396 2.184 -1.791 0.258 -0.204 -0.004
C 0.541 1.304 -2.862 0.049 0.062 -0.015
C 1.062 1.754 -4.069 -0.030 0.025 0.003
C 1.444 3.078 -4.206 -0.006 0.014 0.003
C 1.296 3.961 -3.142 -0.041 0.015 0.013
C 0.772 3.519 -1.939 -0.003 0.009 -0.032
H -5.146 1.458 -0.994 0.000 -0.007 0.028
H -5.492 3.825 -0.327 0.003 -0.003 0.004
H -3.549 5.211 0.341 -0.009 -0.001 -0.014
H -1.298 4.236 0.372 -0.002 -0.017 0.018
H -1.084 2.313 2.421 0.002 0.031 0.012
H 0.182 3.213 4.341 0.006 -0.013 -0.001
H 2.591 3.727 4.105 -0.006 0.011 -0.011
H 3.724 3.358 1.940 -0.005 -0.011 -0.006
H 2.461 2.470 0.018 0.001 0.059 -0.004
H 0.243 0.269 -2.745 -0.005 -0.029 -0.015
H 1.165 1.069 -4.900 0.004 -0.014 0.018
H 1.858 3.429 -5.142 -0.011 -0.005 0.000
H 1.585 4.999 -3.252 0.014 -0.007 0.000
H 0.664 4.213 -1.114 -0.001 -0.003 0.001
Br -1.589 -9.304 0.085 -0.013 -0.025 -0.011
C -0.868 -7.565 -0.143 0.036 0.001 0.014
C -1.724 -6.479 -0.194 0.013 0.018 -0.002
C -1.189 -5.208 -0.350 -0.065 -0.051 0.010
C 0.185 -5.033 -0.449 0.025 -0.015 0.015
C 1.028 -6.137 -0.392 -0.022 -0.026 0.026
C 0.507 -7.413 -0.242 0.011 0.051 -0.008
C 0.771 -3.653 -0.594 -0.027 0.019 -0.172
O 2.002 -3.512 -0.534 0.012 0.161 0.023
O -0.078 -2.723 -0.798 -0.527 -0.210 0.287
H -2.792 -6.625 -0.113 0.001 0.009 0.002
H -1.835 -4.341 -0.390 0.021 0.014 -0.041
H 2.096 -5.978 -0.460 -0.008 -0.010 -0.019
H 1.155 -8.277 -0.200 -0.008 -0.001 0.004

***

Entry 2:
67
Properties=species:S:1:pos:R:3:forces:R:3 method="wB97M-V/def2-TZVPD" largest_force_ev_per_a=1.63 multiplicity=1 homo_energy_ev=-3.72 e_above_lowest_kcal_mol=127.9 charge=-1 orbital_gap_ev=5.9 lumo_ev=2.2236
Na -1.188 -2.417 -2.001 -0.733 -1.098 -0.948
C 0.931 5.760 5.915 -0.066 0.051 -0.001
O -0.114 4.821 5.769 0.068 -0.098 -0.020
C -0.612 4.652 4.500 -0.008 0.131 0.014
C -0.680 5.687 3.567 0.051 -0.073 0.060
C -1.244 5.444 2.329 0.004 -0.044 -0.006
C -1.692 4.171 1.986 -0.109 0.043 -0.172
C -1.636 3.155 2.922 0.067 -0.023 0.069
C -1.099 3.399 4.179 -0.056 -0.049 -0.035
N -2.375 4.092 0.718 0.182 -0.069 -0.051
N -2.182 3.251 -0.158 -0.061 0.014 0.076
C -1.257 2.098 -0.146 0.048 0.206 -0.026
C 0.739 1.503 -0.959 -0.004 0.005 0.022
C 1.251 0.119 -1.144 0.071 -0.055 -0.100
C 0.564 -1.051 -1.050 0.126 0.246 0.215
O 0.924 -2.207 -1.467 0.359 0.126 0.190
C -1.829 -0.144 -0.985 -0.072 0.238 -0.038
N -2.881 -1.008 -1.372 0.082 0.120 0.226
C -3.866 -1.141 -0.494 -0.071 -0.039 -0.024
C -4.064 -0.376 0.644 0.029 0.009 -0.032
C -3.203 0.726 0.832 -0.024 0.000 0.030
C -2.115 0.878 0.034 -0.012 -0.078 0.059
H 1.371 5.582 6.894 0.012 -0.001 -0.002
H 0.565 6.790 5.879 -0.001 0.003 -0.007
H 1.691 5.623 5.140 0.008 0.012 0.008
H -0.321 6.677 3.810 0.011 0.010 0.003
H -1.337 6.238 1.600 -0.005 0.006 -0.011
H -1.976 2.161 2.677 -0.028 -0.029 -0.009
H -1.029 2.604 4.910 0.002 0.005 0.008
H 1.504 2.153 -1.378 -0.009 0.000 0.015
H 2.218 0.047 -1.625 -0.004 0.011 0.004
H -4.616 -1.885 -0.758 0.002 -0.009 0.002
H -4.941 -0.520 1.258 -0.007 -0.001 0.002
H -3.482 1.488 1.550 0.015 0.015 0.018
Br 0.757 1.179 1.967 -0.006 -0.016 0.038
C 0.237 2.154 0.374 0.018 -0.009 -0.021
C 0.745 3.571 0.405 -0.044 0.051 0.048
C 0.671 4.432 -0.618 -0.002 0.011 0.021
C 0.060 4.249 -1.944 -0.015 -0.017 -0.015
C -0.555 3.151 -2.395 0.016 0.067 -0.021
C -0.658 1.912 -1.583 0.014 -0.050 -0.041
C -1.261 0.667 -2.165 -0.005 -0.025 0.098
O -1.272 0.341 -3.326 -0.007 -0.001 0.010
O -0.704 -1.053 -0.466 0.119 0.329 0.271
H 1.202 3.900 1.330 -0.004 0.017 0.016
H 1.091 5.418 -0.442 -0.001 -0.004 0.005
H 0.095 5.116 -2.594 0.003 0.000 -0.001
H -0.990 3.142 -3.387 -0.008 -0.006 0.000
C 2.763 -7.227 -3.296 -0.009 -0.017 -0.019
C 3.165 -6.559 -1.986 0.043 -0.029 0.011
C 3.581 -5.108 -2.206 -0.008 0.019 -0.007
C 2.063 -6.683 -0.931 -0.049 0.045 0.054
N 0.769 -6.216 -1.400 -0.039 0.049 -0.004
C 0.302 -4.972 -1.517 -0.035 -0.089 0.011
N -0.894 -5.035 -2.064 0.118 0.152 0.075
N -1.143 -6.346 -2.273 -0.041 -0.002 -0.040
N -0.157 -7.062 -1.884 0.031 -0.073 -0.006
H 3.618 -7.278 -3.971 0.000 0.010 -0.011
H 1.977 -6.658 -3.797 -0.006 -0.003 0.006
H 2.385 -8.239 -3.139 0.015 -0.003 0.008
H 4.019 -7.103 -1.567 -0.004 0.016 -0.012
H 2.752 -4.494 -2.562 -0.009 -0.002 -0.010
H 4.373 -5.048 -2.954 0.015 -0.011 0.006
H 3.950 -4.650 -1.286 -0.008 0.001 0.010
H 2.317 -6.098 -0.045 0.012 -0.031 0.002
H 1.918 -7.720 -0.632 0.006 -0.010 -0.035
H 0.801 -4.052 -1.220 0.027 0.050 0.014

***

Entry 3:
57
Properties=species:S:1:pos:R:3:forces:R:3 method="wB97M-V/def2-TZVPD" largest_force_ev_per_a=1.58 multiplicity=1 homo_energy_ev=-10.40 e_above_lowest_kcal_mol=0.0 charge=+1 orbital_gap_ev=4.2 lumo_ev=-6.2462
C 1.880 5.137 -3.301 0.055 0.032 0.125
O 1.056 4.603 -4.312 -1.017 -1.213 -0.033
C 0.304 3.484 -3.897 0.293 0.395 -0.028
C 0.407 2.291 -4.611 0.470 0.768 -0.048
C -0.293 1.174 -4.219 -0.293 0.007 0.182
C -1.142 1.214 -3.120 0.122 0.159 0.164
C -1.891 -0.024 -2.703 -0.167 -0.443 -0.082
H -1.180 -0.832 -2.503 0.053 0.039 0.008
C -2.776 0.170 -1.506 0.410 -0.101 -0.070
C -4.080 0.614 -1.663 0.195 -0.077 0.171
C -4.863 0.894 -0.568 -0.360 0.148 0.589
C -4.365 0.743 0.727 -0.437 0.196 0.349
O -5.220 1.071 1.783 0.736 -0.316 -1.331
C -4.657 0.926 3.062 -0.068 0.041 0.220
C -3.053 0.292 0.879 -0.610 0.210 0.791
C -2.275 0.015 -0.220 -0.293 0.041 -0.688
C -1.262 2.411 -2.423 -0.151 -0.441 -0.104
C -0.558 3.529 -2.802 0.643 0.614 -0.581
H 2.389 6.010 -3.706 -0.080 -0.045 -0.046
H 1.294 5.431 -2.432 0.054 0.123 0.135
H 2.617 4.392 -3.004 0.187 -0.030 0.147
H 1.060 2.268 -5.466 0.142 -0.045 -0.193
H -0.190 0.258 -4.776 0.034 -0.223 -0.174
H -2.496 -0.379 -3.542 0.004 0.042 -0.006
H -4.468 0.762 -2.656 -0.148 0.021 -0.198
H -5.870 1.252 -0.691 -0.224 0.059 -0.004
H -5.407 1.208 3.802 -0.015 -0.001 -0.209
H -4.371 -0.113 3.226 0.104 -0.109 0.183
H -3.790 1.578 3.169 0.122 0.015 0.148
H -2.643 0.178 1.866 0.147 -0.036 0.198
H -1.255 -0.302 -0.089 0.330 -0.121 0.037
H -1.934 2.466 -1.585 -0.118 0.082 0.190
H -0.683 4.460 -2.279 -0.063 0.176 0.213
F 2.094 -5.837 4.377 -0.675 0.875 -0.560
C 1.358 -4.864 3.783 0.374 0.102 -0.066
C -0.021 -4.846 3.917 0.019 -0.450 0.304
C -0.769 -3.854 3.313 -0.161 0.028 0.005
C -0.150 -2.873 2.582 0.120 0.421 -0.285
C 1.253 -2.845 2.428 -0.161 -0.307 0.191
C 1.811 -1.778 1.678 0.547 -0.171 0.114
C 3.141 -1.416 1.348 -0.064 -0.134 0.079
C 3.331 -0.244 0.583 -0.356 0.046 -0.011
C 4.583 0.193 0.232 -0.108 0.347 -0.201
C 5.700 -0.521 0.625 -0.041 0.202 -0.128
C 5.554 -1.677 1.369 0.019 -0.367 0.244
C 4.305 -2.119 1.725 0.233 -0.145 0.076
C 1.977 -3.881 3.049 0.470 -0.501 0.272
H -0.492 -5.617 4.497 -0.183 -0.237 0.175
H -1.842 -3.850 3.419 -0.078 -0.035 0.019
H -0.741 -2.105 2.114 -0.158 0.192 -0.118
H 1.075 -1.093 1.296 -0.282 0.223 -0.154
H 2.466 0.316 0.273 -0.220 0.165 -0.092
H 4.694 1.096 -0.347 -0.011 0.070 -0.061
H 6.681 -0.173 0.352 0.198 0.053 -0.050
H 6.432 -2.226 1.672 0.031 -0.117 0.063
H 4.241 -3.015 2.302 0.106 -0.151 0.098
H 3.036 -3.954 2.973 0.324 -0.075 0.030